# 1
One molecule with the formula C5H8O2. Source: the OMol25 dataset; level of theory: ωB97M-V/def2-TZVPD.

Results
Molar mass = 100.12 g/mol
Energy = -9406.0041 eV
Energy relative to the best compared isomer or geometry (same formula, charge and spin) = 88.3 kcal per mole
HOMO-LUMO gap = 9.18 eV
E_HOMO = -8.437 eV

Cartesian coordinates (Å):
O  0.33  1.88  -1.21
C  -0.42  1.80  -0.12
C  -0.93  -0.80  -0.80
C  -0.12  -0.62  0.49
O  -0.48  -1.45  1.56
C  1.30  -0.14  0.45
C  0.19  0.82  0.82
H  -0.13  2.47  -1.83
H  -1.28  0.18  -1.13
H  -1.83  -1.36  -0.59
H  -0.36  -1.28  -1.60
H  -0.10  -2.32  1.41
H  1.94  -0.45  1.27
H  1.79  -0.01  -0.51
H  0.09  1.11  1.86

And the natural (NBO) charges, in e, turn out to be:
1. O -0.665
2. C 0.267
3. C -0.642
4. C 0.278
5. O -0.698
6. C -0.453
7. C -0.420
8. H 0.500
9. H 0.217
10. H 0.232
11. H 0.210
12. H 0.472
13. H 0.230
14. H 0.225
15. H 0.248

=====

# 2
C8H23ClI2NO2P2Pd as an isolated structure in a non-equilibrium geometry. Source: the OMol25 dataset; level of theory: ωB97M-V/def2-TZVPD.

Results
Molar mass = 622.91 g/mol
Energy = -65005.4633 eV
Energy relative to the best compared isomer or geometry (same formula, charge and spin) = 0.0 kcal per mole
Total charge = +3
Spin multiplicity = 5
HOMO-LUMO gap (alpha / beta) = 7.46 / 4.67 eV
⟨S²⟩ = 6.041
E_HOMO (alpha / beta) = -19.424 / -19.092 eV

Cartesian coordinates (Å):
I  -2.27  -0.61  0.31
I  2.15  0.82  0.39
Pd  -0.11  0.59  -1.05
P  0.34  -1.41  -2.09
C  1.05  -2.69  -1.02
C  -1.07  -2.13  -2.93
H  -0.73  -2.98  -3.55
H  1.77  -1.92  -3.96
H  -1.54  -1.36  -3.57
H  1.21  -0.20  -3.96
H  0.39  -2.85  -0.16
H  -1.80  -2.48  -2.19
C  1.58  -1.03  -3.34
H  1.14  -3.62  -1.61
H  2.51  -0.71  -2.85
H  2.03  -2.35  -0.67
P  -1.19  2.38  0.01
C  -0.99  2.42  1.80
C  -0.25  3.80  -0.62
H  -3.07  2.64  -1.46
H  -3.14  3.78  -0.07
H  -3.57  2.05  0.15
C  -2.92  2.75  -0.38
H  -0.26  3.77  -1.71
H  -0.72  4.73  -0.26
H  -1.35  3.38  2.18
H  0.07  2.29  2.05
H  0.78  3.75  -0.27
H  -1.56  1.59  2.24
Cl  -1.03  1.40  -3.06
N  2.30  -1.32  3.14
C  1.02  -1.75  3.77
C  0.03  -1.80  2.62
O  -0.63  -2.84  2.43
O  0.05  -0.72  1.95
H  2.72  -2.13  2.68
H  2.95  -0.99  3.87
H  2.18  -0.56  2.40
H  1.16  -2.72  4.25
H  0.74  -0.98  4.49

And the natural (NBO) charges, in e, turn out to be:
1. I 0.463
2. I 0.239
3. Pd 0.372
4. P 1.344
5. C -0.997
6. C -0.998
7. H 0.308
8. H 0.312
9. H 0.295
10. H 0.292
11. H 0.285
12. H 0.277
13. C -0.989
14. H 0.311
15. H 0.268
16. H 0.258
17. P 1.290
18. C -0.995
19. C -0.979
20. H 0.293
21. H 0.304
22. H 0.270
23. C -0.989
24. H 0.288
25. H 0.306
26. H 0.306
27. H 0.259
28. H 0.263
29. H 0.276
30. Cl -0.276
31. N -0.683
32. C -0.324
33. C 0.725
34. O -0.531
35. O -0.721
36. H 0.449
37. H 0.463
38. H 0.428
39. H 0.281
40. H 0.259

=====

# 3
C3H4BiO3 as an isolated structure in a non-equilibrium geometry. Source: the OMol25 dataset; level of theory: ωB97M-V/def2-TZVPD.

Results
Molar mass = 297.04 g/mol
Energy = -15129.8174 eV
Energy relative to the best compared isomer or geometry (same formula, charge and spin) = 107.6 kcal per mole
Total charge = +2
Spin multiplicity = 2
HOMO-LUMO gap (alpha / beta) = 6.16 / 6.50 eV
⟨S²⟩ = 0.761
E_HOMO (alpha / beta) = -18.623 / -18.960 eV

Cartesian coordinates (Å):
C  0.12  1.64  2.05
C  -0.48  0.48  1.83
O  -0.28  -0.32  0.73
C  -1.03  -1.41  0.55
O  -0.72  -1.71  -0.70
Bi  0.64  -0.19  -1.36
H  -0.30  2.34  2.78
H  1.14  1.79  1.70
H  -1.13  -2.53  -1.03
O  1.39  1.45  -1.84
H  2.05  1.96  -1.39

And the natural (NBO) charges, in e, turn out to be:
1. C -0.480
2. C 0.440
3. O -0.665
4. C 0.627
5. O -0.814
6. Bi 2.284
7. H 0.310
8. H 0.243
9. H 0.598
10. O -1.099
11. H 0.556

=====

Please write out number 1 again, unchanged.
One molecule with the formula C5H8O2. Source: the OMol25 dataset; level of theory: ωB97M-V/def2-TZVPD.

Results
Molar mass = 100.12 g/mol
Energy = -9406.0041 eV
Energy relative to the best compared isomer or geometry (same formula, charge and spin) = 88.3 kcal per mole
HOMO-LUMO gap = 9.18 eV
E_HOMO = -8.437 eV

Cartesian coordinates (Å):
O  0.33  1.88  -1.21
C  -0.42  1.80  -0.12
C  -0.93  -0.80  -0.80
C  -0.12  -0.62  0.49
O  -0.48  -1.45  1.56
C  1.30  -0.14  0.45
C  0.19  0.82  0.82
H  -0.13  2.47  -1.83
H  -1.28  0.18  -1.13
H  -1.83  -1.36  -0.59
H  -0.36  -1.28  -1.60
H  -0.10  -2.32  1.41
H  1.94  -0.45  1.27
H  1.79  -0.01  -0.51
H  0.09  1.11  1.86

And the natural (NBO) charges, in e, turn out to be:
1. O -0.665
2. C 0.267
3. C -0.642
4. C 0.278
5. O -0.698
6. C -0.453
7. C -0.420
8. H 0.500
9. H 0.217
10. H 0.232
11. H 0.210
12. H 0.472
13. H 0.230
14. H 0.225
15. H 0.248

=====

- Which value of energy relative to the best compared isomer or geometry (same formula, charge and spin) does entry 3 give?
  107.6 kcal per mole

=====

- The lowest molar mass belongs to which entry?
  C5H8O2

=====

- Look up the energy relative to the best compared isomer or geometry (same formula, charge and spin) of the second one.
  0.0 kcal per mole